Molecular formula: C17H39Br3O14S4
Method: DFT, ωB97M-V with the def2-TZVPD basis set

Summary:
Gap between HOMO and LUMO in eV: 9.462
E in Ha: -11039.1168
Energy relative to the best compared isomer or geometry (same formula, charge and spin) in kJ/mol: 0.0
E_HOMO in Ha: -0.3780

Last column: Löwdin charge in e.
Positions of all 77 atoms, in Å:
O: 1.0414 -8.1933 -7.1853  0.1150
C: 1.1727 -7.8559 -6.0367  -0.4640
O: 2.3350 -8.0541 -5.3713  0.0230
C: 2.3363 -7.4776 -4.0780  -0.1742
C: 1.1438 -6.5736 -4.0650  -0.1741
C: 0.1995 -7.1036 -5.1275  -0.0660
H: 3.2660 -6.9384 -3.8963  0.1301
H: 2.1890 -8.3162 -3.3974  0.1280
H: 1.5426 -5.5680 -4.1987  0.1165
H: 0.6496 -6.5077 -3.0957  0.1157
H: -0.3758 -6.3466 -5.6605  0.1238
H: -0.6068 -7.7568 -4.7938  0.1265
O: -5.1508 6.5525 8.5146  -0.2776
S: -3.7336 6.8611 8.5555  0.6534
O: -3.1410 7.1570 9.8567  -0.3036
O: -2.8884 5.5599 8.0066  -0.2612
C: -1.5203 5.7494 7.7539  -0.3073
C: -0.8506 4.3742 7.7297  -0.0609
C: -3.2553 8.1619 7.3887  -0.1227
H: -1.0250 6.2222 8.6020  0.1143
H: -1.4022 6.4249 6.9066  0.1088
H: -1.2633 3.7081 8.4874  0.0848
H: 0.2347 4.4474 7.7993  0.0794
H: -1.0549 3.7562 6.8553  0.0713
H: -2.2570 8.5555 7.5798  0.0747
H: -3.9901 8.9378 7.6034  0.0693
H: -3.4556 7.8219 6.3726  0.0773
O: -6.6886 0.5216 -5.3385  -0.2826
S: -5.7720 1.6210 -5.2649  0.6982
O: -5.8973 2.7809 -6.1921  -0.3277
O: -5.5573 2.0367 -3.6737  -0.2740
C: -5.1358 3.3854 -3.3862  -0.2826
C: -3.6583 3.4392 -2.9711  -0.0537
C: -3.9465 0.9869 -5.5760  -0.0676
H: -5.7982 3.6650 -2.5670  0.1177
H: -5.3069 4.0893 -4.2006  0.1081
H: -3.3741 4.4395 -2.6444  0.0835
H: -3.2088 3.2550 -3.9468  0.0530
H: -3.5278 2.6525 -2.2281  0.0860
H: -3.9843 0.7835 -6.6462  0.0520
H: -3.7542 0.0518 -5.0499  0.0579
H: -3.2369 1.7670 -5.3000  0.0342
O: 6.4066 5.0465 -5.8906  -0.3094
S: 5.9654 4.4535 -4.6339  0.6964
O: 6.8725 3.9510 -3.6185  -0.2923
O: 4.8712 5.5564 -3.9327  -0.2812
C: 4.1334 6.3782 -4.8875  -0.3063
C: 3.0175 6.9484 -4.1018  -0.0834
C: 4.7522 3.0747 -5.0401  -0.0970
H: 3.8448 5.8412 -5.7911  0.1153
H: 4.7669 7.2363 -5.1120  0.1198
H: 2.3898 6.1059 -3.8117  0.0852
H: 2.5387 7.6339 -4.8010  0.0869
H: 3.3725 7.5448 -3.2613  0.0895
H: 5.1835 2.3821 -5.7628  0.0622
H: 3.8624 3.4932 -5.5105  0.0528
H: 4.5826 2.4993 -4.1300  0.0617
O: 1.3324 -5.7647 5.0218  -0.3022
S: 0.7984 -6.9192 4.3020  0.6928
O: 0.6279 -6.9015 2.8482  -0.3111
O: 1.6525 -8.2743 4.8120  -0.2579
C: 3.0368 -8.2457 4.7154  -0.3560
C: 3.7195 -7.8331 5.9318  -0.0862
C: -0.8534 -7.3811 4.9890  -0.0941
H: 3.3629 -7.6617 3.8548  0.1251
H: 3.3215 -9.2650 4.4545  0.1289
H: 3.3488 -8.4802 6.7267  0.0924
H: 3.7637 -6.7665 6.1523  0.0833
H: 4.7865 -8.0079 5.7938  0.0851
H: -0.7684 -7.1898 6.0587  0.0648
H: -0.9757 -8.4553 4.8504  0.0658
H: -1.5671 -6.7468 4.4633  0.0695
C: -0.6158 -1.6131 -0.1517  -1.4685
Br: -0.5899 -0.7497 1.6180  0.5259
Br: 0.0931 -0.2402 -1.4711  0.4561
Br: -2.4202 -2.2838 -0.7035  0.5098
H: 0.0934 -2.4392 -0.1011  -0.0266



Molecular formula: C17H39BrF2N2O4P
Method: DFT, ωB97M-V with the def2-TZVPD basis set

Summary:
Gap between HOMO and LUMO in eV: 6.520
E in Ha: -4196.7105
Total charge: -1
E_HOMO in Ha: -0.1437

Last column: Löwdin charge in e.
Positions of all 66 atoms, in Å:
C: -3.7911 0.8427 3.5688  -0.1287
O: -2.9301 1.7439 2.9059  -0.2071
C: -1.8333 2.2222 3.6870  -0.2361
C: -0.6712 2.6703 2.7951  -0.2150
C: 0.5890 1.7905 2.8128  -0.2609
P: 0.8607 0.4611 1.4385  0.6020
N: -0.8386 0.4772 0.8959  -0.0919
F: 2.5490 0.5050 1.9577  -0.3524
C: 1.3020 1.9013 0.2054  -0.2546
C: 0.5805 1.9531 -1.1278  -0.2820
F: -0.5355 2.8026 -1.0875  -0.1001
C: 0.5659 -1.0443 2.6163  -0.2665
C: -0.4352 -0.9543 3.7623  -0.3380
C: -0.6766 -2.3498 4.3857  -0.5944
Br: -2.2895 -3.2138 3.7055  0.5599
C: 1.4640 -0.7914 0.0689  -0.2587
C: 2.3286 -1.9926 0.4899  -0.2432
C: 1.6515 -3.3859 0.6099  -0.2263
C: 0.3502 -3.5943 -0.1375  -0.3152
N: 0.0274 -5.0398 -0.2230  -0.0227
H: -3.9973 0.0014 2.9001  0.0789
H: -3.3533 0.4430 4.4863  0.0774
H: -4.7461 1.3333 3.7889  0.0776
H: -2.1937 3.0778 4.2785  0.1111
H: -1.5260 1.4596 4.4060  0.0881
H: -0.3912 3.6695 3.1576  0.0964
H: -1.0454 2.8367 1.7842  0.0964
H: 0.7809 1.4113 3.8227  0.0653
H: 1.4382 2.4592 2.6574  0.0563
H: -1.5339 0.3687 1.6220  0.0083
H: -1.0545 -0.2038 0.1804  0.0235
H: 2.3816 1.8864 0.0349  0.0702
H: 1.1185 2.8921 0.6388  0.0714
H: 1.2429 2.3863 -1.8914  0.0972
H: 0.2530 0.9823 -1.5015  0.0847
H: 0.1593 -1.8183 1.9603  0.0484
H: 1.5062 -1.3956 3.0493  0.0808
H: -1.4138 -0.5839 3.4542  0.0497
H: -0.1036 -0.3235 4.5894  0.0902
H: 0.1699 -3.0063 4.1984  0.0486
H: -0.8101 -2.2929 5.4654  0.0427
H: 2.0891 -0.2019 -0.6062  0.0615
H: 0.6484 -1.1446 -0.5703  0.0503
H: 2.8369 -1.8005 1.4333  0.0800
H: 3.1462 -2.1083 -0.2313  0.0940
H: 1.4807 -3.6079 1.6716  0.0904
H: 2.3407 -4.1624 0.2633  0.1004
H: 0.4501 -3.2172 -1.1594  0.1050
H: -0.4774 -3.0415 0.3197  0.0942
H: 0.0563 -5.4131 0.7219  0.0524
H: -0.9394 -5.1213 -0.5184  0.0502
C: -0.2571 3.5967 -6.0668  -0.0669
C: -0.6914 2.6122 -5.0018  -0.1995
O: -0.8324 1.2825 -5.5309  0.0398
C: 0.3052 0.6188 -5.7100  -0.6118
O: 1.4152 1.0250 -5.4873  0.1241
O: 0.0069 -0.5923 -6.1916  0.0010
C: 1.1458 -1.4165 -6.4398  -0.0461
H: -0.9441 3.5699 -6.9146  0.0774
H: -0.2458 4.6064 -5.6563  0.0791
H: 0.7423 3.3629 -6.4321  0.0722
H: -1.6782 2.8711 -4.6245  0.1259
H: -0.0047 2.6020 -4.1563  0.1124
H: 1.7681 -1.4970 -5.5513  0.0977
H: 1.7319 -1.0145 -7.2657  0.0945
H: 0.7577 -2.3954 -6.7072  0.0904



Molecular formula: C17H39GaNO6
Method: DFT, ωB97M-V with the def2-TZVPD basis set

Summary:
Gap between HOMO and LUMO in eV: 6.954
E in Ha: -3102.1000
Total charge: -1
E_HOMO in Ha: -0.1635

Last column: Löwdin charge in e.
Positions of all 64 atoms, in Å:
C: 3.3193 1.7109 -1.0289  -0.1185
C: 3.7873 0.5092 -0.1580  -0.2207
C: 2.6566 -0.4690 0.2488  -0.2790
O: 1.6538 -0.6354 -0.7413  -0.2471
C: 0.7803 -1.7090 -0.2891  -0.2172
Ga: -0.7268 -1.9971 -1.7003  0.5193
C: -0.1693 -0.9237 -3.3558  -0.2343
C: -1.2965 -0.6536 -4.4012  -0.2870
C: -2.4428 0.2676 -3.8952  -0.2338
C: -1.9762 1.5255 -3.1325  -0.2883
N: -3.2098 2.2739 -2.7588  -0.0336
C: -2.4537 -1.2778 -0.7779  -0.2176
O: -2.2652 -1.2214 0.6564  -0.2523
C: -3.4912 -1.1363 1.3418  -0.3042
C: -3.9803 0.3557 1.3235  -0.0821
O: -1.0670 -3.8316 -2.0422  -0.2799
C: 0.1017 -4.5494 -2.3444  -0.4078
C: 0.0506 -4.9529 -3.8589  -0.1018
H: 3.3273 1.4823 -2.1076  0.0701
H: 2.3597 2.1487 -0.7145  0.0620
H: 4.0752 2.5161 -0.8986  0.0609
H: 4.1952 0.9276 0.7862  0.0959
H: 4.6334 0.0138 -0.6612  0.0977
H: 2.1543 -0.2010 1.2013  0.1077
H: 3.1279 -1.4680 0.3972  0.1114
H: 1.3438 -2.6540 -0.1231  0.0523
H: 0.3567 -1.3982 0.6927  0.0566
H: 0.3538 -0.0146 -3.0075  0.0350
H: 0.6021 -1.5311 -3.8859  0.0437
H: -1.7652 -1.6242 -4.6616  0.0961
H: -0.8468 -0.2225 -5.3165  0.0884
H: -3.1976 -0.3009 -3.3191  0.0962
H: -2.9869 0.6333 -4.7922  0.1019
H: -1.4221 1.2855 -2.2037  0.0978
H: -1.3984 2.2077 -3.7783  0.1122
H: -3.8379 1.6818 -2.2342  0.0400
H: -2.9799 3.1223 -2.2633  0.0443
H: -2.7486 -0.2851 -1.1745  0.0191
H: -3.2836 -1.9940 -0.9710  0.0631
H: -4.2733 -1.7878 0.9040  0.1022
H: -3.3931 -1.4326 2.4048  0.1083
H: -3.3842 0.8833 2.0927  0.0644
H: -5.0563 0.3945 1.5713  0.0627
H: -3.7753 0.8492 0.3615  0.0474
H: 1.0424 -4.0279 -2.0808  0.0861
H: 0.0610 -5.5044 -1.7726  0.0959
H: 0.3742 -4.1330 -4.5203  0.0560
H: -1.0040 -5.2164 -4.0563  0.0662
H: 0.6463 -5.8712 -4.0356  0.0537
C: 2.3959 3.2174 7.1752  -0.0706
C: 2.2970 1.8135 6.6116  -0.2192
O: 1.3148 1.7358 5.5758  0.0374
C: 1.6961 2.2240 4.3936  -0.6140
O: 2.7707 2.6980 4.1404  0.1213
O: 0.6747 2.1048 3.5508  0.0153
C: 0.9169 2.6752 2.2627  -0.0303
H: 1.4142 3.5688 7.4981  0.0798
H: 3.0799 3.2428 8.0248  0.0762
H: 2.7574 3.9184 6.4225  0.0730
H: 1.9698 1.1280 7.3932  0.1203
H: 3.2624 1.4564 6.2499  0.1234
H: 1.8320 2.2821 1.8225  0.0795
H: 0.9657 3.7623 2.3392  0.0983
H: 0.0814 2.4075 1.6200  0.1003



Molecular formula: C17H39N5O9S
Method: DFT, ωB97M-V with the def2-TZVPD basis set

Summary:
Gap between HOMO and LUMO in eV: 9.246
E in Ha: -2020.3095
Energy relative to the best compared isomer or geometry (same formula, charge and spin) in kJ/mol: 66.9
E_HOMO in Ha: -0.3385

Last column: Löwdin charge in e.
Positions of all 71 atoms, in Å:
C: 5.6543 0.2049 3.7908  -0.0100
C: 7.1003 0.5685 3.6160  -0.5663
O: 7.5830 1.5390 4.1701  0.0461
N: 7.7841 -0.2019 2.7365  -0.0070
C: 9.1667 -0.1086 2.3326  -0.0712
H: 5.0887 0.7359 3.0212  0.0826
H: 5.3021 0.5747 4.7496  0.0846
H: 5.4754 -0.8672 3.7076  0.0737
H: 7.2658 -0.9580 2.3236  0.1237
H: 9.5967 0.8430 2.6408  0.0852
H: 9.2362 -0.1077 1.2442  0.0815
H: 9.7690 -0.9134 2.7523  0.0811
C: -0.9210 -0.1534 -0.1144  -0.0001
C: 0.4322 0.0815 0.5561  -0.5220
O: 0.8777 1.2141 0.7000  0.0134
N: 1.0899 -1.0492 0.8712  0.0240
C: 2.3648 -1.0198 1.5703  -0.0597
H: -1.6827 -0.3830 0.6293  0.0698
H: -0.8282 -0.9580 -0.8482  0.0587
H: -1.2166 0.7196 -0.6902  0.0752
H: 0.6398 -1.9033 0.5887  0.1361
H: 2.5785 0.0155 1.8325  0.0729
H: 3.1576 -1.2351 0.8518  0.0838
H: 2.4211 -1.6268 2.4672  0.0823
C: -7.2552 -0.7986 -2.5756  0.0017
C: -5.9953 -0.0689 -3.0308  -0.5712
O: -5.8033 0.1551 -4.2103  0.0401
N: -5.1593 0.2114 -2.0152  0.0208
C: -3.8801 0.8988 -2.1229  -0.0703
H: -7.1636 -1.8187 -2.9587  0.0842
H: -8.2005 -0.3425 -2.8491  0.0827
H: -7.2889 -0.9594 -1.4940  0.0703
H: -5.3462 -0.0180 -1.0564  0.1312
H: -3.8028 1.9416 -1.8105  0.0917
H: -3.6302 1.0685 -3.1770  0.0894
H: -3.1119 0.2454 -1.7230  0.0418
C: -4.6486 -1.3085 3.9626  -0.0079
C: -4.3210 -0.0785 3.1516  -0.5642
O: -5.1894 0.5682 2.5856  0.0398
N: -3.0032 0.1640 2.9880  0.0048
C: -2.5778 1.4361 2.4178  -0.0773
H: -5.0792 -1.0453 4.9333  0.0864
H: -3.7854 -1.9533 4.1325  0.0716
H: -5.4410 -1.9316 3.5480  0.0832
H: -2.3379 -0.3144 3.5679  0.1292
H: -2.8424 2.2248 3.1330  0.0914
H: -3.0427 1.6969 1.4749  0.0800
H: -1.4956 1.5580 2.3927  0.0778
C: 3.7873 1.4691 -2.2649  -0.0041
C: 3.3745 2.8294 -1.7156  -0.5644
O: 3.5599 3.8086 -2.4251  0.0330
N: 2.9401 2.8728 -0.4485  0.0104
C: 2.2860 4.0579 0.0886  -0.0767
H: 3.6918 0.6785 -1.5108  0.0589
H: 4.8403 1.4500 -2.5399  0.0787
H: 3.1901 1.2096 -3.1355  0.0788
H: 2.5651 2.0596 0.0206  0.0782
H: 3.0356 4.7968 0.3790  0.0828
H: 1.7391 3.7732 0.9847  0.0718
H: 1.5846 4.5466 -0.5881  0.0861
C: -3.1645 -2.2128 -3.5763  -0.1704
C: -2.1152 -2.0799 -4.7286  -0.1333
O: -1.2019 -3.1853 -4.5947  -0.1905
S: -1.4446 -3.8858 -3.1479  0.6665
O: -0.8567 -3.0767 -2.1150  -0.2540
O: -1.1358 -5.2925 -3.1670  -0.2115
O: -3.0174 -3.5505 -3.1735  -0.1878
H: -4.1474 -2.0610 -4.0167  0.1292
H: -2.9677 -1.5595 -2.7313  0.0951
H: -1.5755 -1.1376 -4.6146  0.1269
H: -2.5015 -2.0528 -5.7430  0.1308